Entry 1:
Computed, not measured: the ion C6H8BrO2 with charge -1 in a non-equilibrium geometry, with ωB97M-V/def2-TZVPD.

The charge is -1. For the HOMO energy, the calculation gives -4.67 eV. Its SMILES is C=C(C)[C@](C)(Br)C(=O)[O-]. The value obtained for the HOMO-LUMO gap is 8.05 eV.

Last column: Löwdin charge in e.
Element x y z (Å)
C 1.1840 0.3147 -0.0937  0.000
C 0.0006 0.0675 0.4757  -0.463
C -0.1583 0.1801 1.9592  -0.096
C -1.1412 -0.5245 -0.2917  -0.674
C -0.8261 -0.5840 -1.7755  -0.180
Br -2.6315 0.8264 -0.1211  0.625
C -1.4325 -2.0757 0.2676  -0.732
O -0.4824 -2.7834 -0.1046  -0.048
O -2.4266 -2.2859 0.9429  -0.036
H 1.6101 -0.1546 -1.0365  0.079
H 2.0592 0.3488 0.5719  0.049
H 0.7175 0.7119 2.5451  0.107
H -1.0856 0.7603 2.1853  0.041
H -0.3479 -0.9105 2.2573  0.108
H -0.1023 -1.4814 -1.9451  0.109
H -1.6961 -0.7839 -2.3650  0.054
H -0.2394 0.2981 -2.0484  0.057

Entry 2:
Computed, not measured: an isolated molecule of C6H8ClN3O2 in a non-equilibrium geometry, with ωB97M-V/def2-TZVPD.

For the HOMO energy (alpha / beta), the calculation gives -8.26 / -8.38 eV. The value obtained for the HOMO-LUMO gap (alpha / beta) is 7.37 / 8.67 eV.

Last column: Löwdin charge in e.
Element x y z (Å)
C -1.4389 1.4567 -0.5148  -0.481
C -0.8880 -1.9754 0.6632  -0.204
C -0.6183 -0.4726 0.7041  -0.284
C 0.5296 0.1157 -0.1951  -0.309
C -1.7605 0.3298 0.3276  -0.601
C 2.8395 0.8835 -0.0991  -0.068
N -1.3890 -2.3263 -0.5788  -0.099
N -1.9776 -1.6955 -1.4046  0.200
N -0.0571 1.3361 -0.6853  0.124
O -2.1036 2.4503 -0.7982  0.057
O 1.7167 0.2844 0.5547  -0.156
Cl -3.2501 0.0603 1.0537  0.788
H 0.0921 -2.5086 0.7263  0.139
H -1.6119 -2.2544 1.5494  0.162
H -0.3624 -0.3544 1.6851  0.123
H 0.6676 -0.5918 -1.1497  0.186
H 2.3846 1.8471 -0.5554  0.101
H 3.3016 0.1383 -0.7334  0.085
H 3.4396 1.3675 0.7392  0.112
H 0.4862 1.9094 -1.2890  0.127

Entry 3:
Computed, not measured: a cluster of 2 separate species, C6H8ClN4 in total in a non-equilibrium geometry, with ωB97M-V/def2-TZVPD.

The charge is +1. For the HOMO energy (alpha / beta), the calculation gives -13.54 / -13.57 eV. The value obtained for the HOMO-LUMO gap (alpha / beta) is 7.28 / 7.28 eV.

Last column: Löwdin charge in e.
Element x y z (Å)
C -1.5120 0.7425 -0.3488  0.103
C -1.5341 0.0816 2.0892  -0.029
C -0.1964 0.1455 -0.4103  -0.253
C 1.6702 -2.2119 2.2079  -0.905
C -2.1370 0.9442 0.9244  -0.095
C 1.7846 -0.7522 -1.4461  -0.068
N -0.6466 -0.7285 1.7245  0.041
N 2.3705 -1.3704 1.8343  0.107
N -0.0715 -0.8224 0.5495  0.136
N 0.5848 0.0524 -1.5133  0.034
Cl 0.7959 -3.4359 2.6713  0.844
H -2.0793 0.6904 -1.2338  0.125
H -1.9004 0.1217 3.0977  0.137
H -1.7027 1.9236 1.4958  0.225
H -3.2477 0.9587 0.9618  0.143
H 2.7193 -0.2318 -1.6464  0.089
H 1.8225 -1.3237 -0.4177  0.082
H 1.7828 -1.5134 -2.2838  0.109
H 0.5321 0.7567 -2.2589  0.173

Entry 4:
Computed, not measured: a cluster of 2 separate species, C6H8ClNO in total in a non-equilibrium geometry, with ωB97M-V/def2-TZVPD.

For the HOMO energy, the calculation gives -8.25 eV. Its SMILES is C=C/C=C(\Cl)OC.C#N. The value obtained for the HOMO-LUMO gap is 9.02 eV.

Last column: Löwdin charge in e.
Element x y z (Å)
C -1.5035 2.3272 0.7896  -0.045
C -0.7354 1.3886 1.4264  -0.201
C -0.3558 -0.0337 1.0507  -0.108
C -0.3024 -0.5470 -0.2278  -0.737
Cl -0.5795 0.3539 -1.6532  0.784
O 0.1599 -1.8131 -0.2871  -0.158
C -0.1301 -2.5374 -1.4487  -0.107
H -1.9315 2.1491 -0.2679  0.041
H -1.7044 3.3303 1.2882  0.065
H -0.2859 1.7662 2.3834  0.092
H -0.0358 -0.8043 1.6861  0.088
H -0.8455 -1.8431 -2.0397  0.058
H -0.7683 -3.3426 -1.0312  0.101
H 0.7157 -2.8964 -2.0122  0.088
C 2.7853 0.9232 0.1299  -0.084
N 2.8921 0.6353 -0.9749  0.067
H 2.6252 0.9436 1.1883  0.057

Entry 5:
Computed, not measured: an isolated molecule of C6H8ClNO2 in a non-equilibrium geometry, with ωB97M-V/def2-TZVPD.

For the HOMO energy, the calculation gives -10.20 eV. Its SMILES is O=[N+]([O-])C1=CCCC[C@@H]1Cl. The value obtained for the HOMO-LUMO gap is 9.55 eV.

Last column: Löwdin charge in e.
Element x y z (Å)
O -1.2780 2.3400 -3.1306  0.055
N -0.6217 1.2973 -3.1359  -0.382
O -0.4370 0.6400 -4.1324  0.085
C -0.1235 0.8171 -1.8945  -0.139
C -0.2174 1.5874 -0.7617  -0.016
C 0.1530 1.1750 0.5746  -0.211
C 0.3858 -0.3403 0.7602  -0.234
C -0.0162 -1.1920 -0.4459  -0.282
C 0.4437 -0.7316 -1.8525  -0.559
Cl 2.2472 -0.6982 -1.8781  0.603
H -0.5608 2.6234 -0.8754  0.131
H 0.9594 1.6181 1.2007  0.126
H -0.8253 1.5187 1.2517  0.173
H 1.5170 -0.4090 0.6819  0.094
H -0.1943 -0.6464 1.7423  0.153
H 0.1293 -2.3016 -0.1675  0.134
H -1.1719 -1.1378 -0.5184  0.137
H 0.1745 -1.4580 -2.7315  0.134

Entry 6:
Computed, not measured: an isolated molecule of C6H8ClNO2S in a non-equilibrium geometry, with ωB97M-V/def2-TZVPD.

For the HOMO energy, the calculation gives -8.60 eV. Its SMILES is C[C@H](c1ccc[nH]1)S(=O)(=O)Cl. The value obtained for the HOMO-LUMO gap is 8.24 eV.

Last column: Löwdin charge in e.
Element x y z (Å)
C -0.8307 2.0299 -0.3225  -0.074
C -0.6225 0.7595 0.4163  -0.215
C 0.5116 -0.1548 0.1849  -0.296
C 1.6521 0.0126 -0.6375  -0.037
C 2.6032 -0.9839 -0.3593  -0.082
C 2.0298 -1.7727 0.6347  -0.077
N 0.8197 -1.1997 0.9945  0.055
S -2.2170 -0.4217 -0.2859  0.417
O -2.0562 -1.7848 0.1912  -0.363
O -2.3825 -0.1391 -1.6580  -0.363
Cl -3.8755 0.5678 0.5438  0.301
H -1.7859 2.1009 -0.6903  0.030
H -0.6535 2.8066 0.3514  0.080
H -0.1834 2.2126 -1.1254  0.078
H -0.7874 0.7732 1.4373  0.098
H 1.9553 0.8040 -1.2892  0.099
H 3.4530 -1.2468 -1.0437  0.118
H 2.2540 -2.6061 1.2582  0.104
H 0.1158 -1.7576 1.3998  0.128

Entry 7:
Computed, not measured: an isolated molecule of C6H8ClNO3S in a non-equilibrium geometry, with ωB97M-V/def2-TZVPD.

For the HOMO energy, the calculation gives -8.72 eV. Its SMILES is COS(=O)(=O)N1C=CC=C[C@@H]1Cl. The value obtained for the HOMO-LUMO gap is 8.73 eV.

Last column: Löwdin charge in e.
Element x y z (Å)
C -1.7559 -0.6298 2.4204  -0.095
O -0.3425 -0.3919 2.6021  -0.299
S 0.3757 0.9186 1.9388  0.583
O -0.4831 2.0285 2.0521  -0.228
O 1.6899 1.0468 2.4000  -0.200
N 0.4493 0.5388 0.3362  -0.207
C -0.4696 1.0365 -0.5671  -0.089
C -0.2433 1.0041 -1.9102  -0.060
C 1.0129 0.5560 -2.4291  -0.055
C 1.9290 -0.0277 -1.5791  -0.086
C 1.5773 -0.2518 -0.1846  -0.518
Cl 1.0392 -2.1090 0.0980  0.454
H -1.9764 -0.9522 1.3127  0.119
H -2.0571 -1.3723 3.1676  0.089
H -2.3553 0.3118 2.6681  0.104
H -1.3653 1.2108 0.0004  0.114
H -0.9619 1.3874 -2.6231  0.105
H 1.3058 0.9084 -3.3373  0.076
H 2.9787 -0.1390 -1.8076  0.111
H 2.3620 -0.2065 0.5471  0.084

Entry 8:
Computed, not measured: a cluster of 2 separate species, C6H8F3N2O in total in a non-equilibrium geometry, with ωB97M-V/def2-TZVPD.

The charge is +1. For the HOMO energy, the calculation gives -15.00 eV. The value obtained for the HOMO-LUMO gap is 9.33 eV.

Last column: Löwdin charge in e.
Element x y z (Å)
C -2.1001 0.3875 0.1898  0.080
C -0.1021 1.0204 0.4454  -0.140
C 2.9793 -1.0593 -0.0089  -0.105
C 0.6149 -0.1020 0.1125  -0.115
C 2.1802 0.2164 0.0744  -0.224
C -2.4005 -1.0769 0.0736  -0.615
N -2.9345 2.3671 -0.8122  0.259
N -2.7500 1.3636 -0.1600  0.017
O -0.1128 2.1531 0.6947  0.281
F -1.8924 -1.7824 1.0767  0.189
F -3.7050 -1.3364 0.0278  0.186
F -1.9061 -1.3922 -1.1322  0.173
H 2.8237 -1.5019 0.8926  0.029
H 4.0992 -0.7943 -0.2054  0.127
H 2.7643 -1.8300 -0.8924  0.137
H 0.3892 -0.5151 -0.8246  0.129
H 0.6508 -0.9383 0.9033  0.191
H 2.2838 0.7856 -0.8773  0.124
H 2.6384 1.0197 0.6594  0.129
H -3.5202 3.0153 -0.2371  0.148

Entry 9:
Computed, not measured: a cluster of 2 separate species, C6H8F3N2O3 in total in a non-equilibrium geometry, with ωB97M-V/def2-TZVPD.

The charge is +1. For the HOMO energy (alpha / beta), the calculation gives -13.90 / -13.90 eV. The value obtained for the HOMO-LUMO gap (alpha / beta) is 7.67 / 7.67 eV.

Last column: Löwdin charge in e.
Element x y z (Å)
C -2.0711 -1.1788 -0.4197  -0.182
C -2.2337 -0.5436 1.0307  -0.139
C -0.8540 -0.4634 -1.0083  -0.101
C -0.7940 -0.2915 1.4862  -0.102
C -0.1428 0.0403 0.2185  -0.092
C 1.8857 0.7343 1.3221  -0.573
N 2.5355 1.2287 -2.8179  -0.151
N 1.1438 0.4388 0.1069  0.007
O 3.5869 1.1516 -2.4574  0.398
O 1.6812 1.4431 -3.5146  0.387
O 1.8819 0.6205 -1.0287  -0.108
F 1.2776 1.7599 1.9373  0.176
F 3.1569 1.0915 1.1126  0.193
F 1.8775 -0.2785 2.1971  0.187
H -1.8041 -2.3277 -0.4612  0.146
H -3.0803 -1.1026 -0.9398  0.130
H -2.8466 0.3253 0.5996  0.142
H -2.8629 -1.0116 1.8200  0.131
H -0.0860 -1.2010 -1.5238  0.177
H -1.0765 0.3368 -1.6720  0.117
H -0.8187 0.4367 2.2184  0.112
H -0.3562 -1.2090 1.7943  0.143

Entry 10:
Computed, not measured: a structure of composition C6H8F3N5O in a non-equilibrium geometry, with ωB97M-V/def2-TZVPD.

The charge is +2. For the HOMO energy, the calculation gives -17.50 eV. The value obtained for the HOMO-LUMO gap is 9.41 eV.

Last column: Löwdin charge in e.
Element x y z (Å)
C 0.1527 1.9001 -2.7064  -0.026
C 1.2869 2.0465 -0.7327  -0.167
C -0.7306 0.2577 0.1814  -0.349
C -0.9515 -2.2622 0.7863  -0.050
C 0.2354 0.3391 -0.9777  -0.087
C 1.2687 -0.6939 -1.0848  -0.669
N 0.9127 2.5997 -1.9426  0.184
N -0.9040 -0.9257 0.9561  0.169
N -0.2504 0.7489 -2.2765  0.173
N 2.0819 2.4454 0.0533  0.329
N -1.4643 -3.0264 1.7643  0.205
O -1.2966 1.2620 0.4456  0.209
F 1.9066 -0.7246 0.0562  0.204
F 0.8534 -1.9631 -1.2884  0.144
F 2.1046 -0.4136 -2.0542  0.217
H -0.1321 2.2293 -3.6071  0.153
H -0.7463 -2.7680 -0.1743  0.171
H 1.3044 3.5675 -2.1901  0.252
H -1.4843 -0.6325 1.8263  0.225
H -0.6668 0.1086 -2.9923  0.224
H 2.7593 2.2257 0.7394  0.128
H -1.3883 -4.1072 1.6975  0.205
H -1.7474 -2.7272 2.7025  0.155

What molar mass values result from the calculations? In sequence: 192.032; 189.602; 171.611; 145.589; 161.588; 193.655; 209.654; 181.137; 213.135; 223.158 g mol⁻¹.
What electronic energy values result from the calculations? In sequence: -2957.95016; -1008.23970; -912.21518; -823.48739; -898.69290; -1296.99127; -1372.21437; -717.34875; -867.73130; -881.38598 Ha.
What ΔE to the lowest compared entry with this formula, charge and spin values result from the calculations? In sequence: 0.0; 65.9; 67.3; 63.2; 117.4; 16.5; 0.0; 74.9; 20.2; 0.1 kcal per mole.